<1>
20
Properties=species:S:1:pos:R:3:nbo_charge:R:1 method="wB97M-V/def2-TZVPD" total_charge=0 spin_multiplicity=1 orbital_gap_ev=10.41 lumo_ev=0.63 e_homo_ha=-0.3594
C -0.5149 -0.3668 -1.1965 -0.24
C -0.8436 -0.6582 0.3352 0.12
C -0.7873 -2.1227 0.7464 -0.64
O 0.1385 0.0391 1.0634 -0.75
N -1.0170 1.0178 -1.4078 -0.88
H -1.1166 -1.0352 -1.8140 0.17
H 0.5575 -0.4539 -1.3221 0.20
H -1.8009 -0.1502 0.3497 0.15
H -1.3346 -2.1126 1.6985 0.23
H 0.2172 -2.4258 0.9918 0.22
H -1.1512 -2.7849 -0.0473 0.22
H 0.2148 0.9972 0.9309 0.50
H -0.7293 1.3313 -2.3253 0.37
H -2.0249 1.0263 -1.3171 0.36
H 2.3223 -0.8945 1.1394 0.47
H 3.0624 0.2980 0.7764 0.46
O 3.0763 -0.3925 1.4560 -0.93
H -0.0317 2.3909 -0.0256 0.48
H 1.0145 3.4295 -0.3775 0.47
O 0.7485 2.8674 0.3454 -0.97


<2>
20
Properties=species:S:1:pos:R:3:nbo_charge:R:1 method="wB97M-V/def2-TZVPD" total_charge=0 spin_multiplicity=1 orbital_gap_ev=8.62 lumo_ev=0.63 e_homo_ha=-0.2939
C -1.8698 -1.2682 0.9811 -0.55
C -0.8124 -0.6811 1.5286 0.02
N 0.0930 0.1900 0.9608 -0.66
C 1.0960 0.8135 1.8379 -0.41
H -2.2212 -1.0074 0.0051 0.19
H -2.4338 -2.0950 1.3919 0.21
H -0.4385 -0.9408 2.5211 0.17
H -0.2113 0.7061 0.1338 0.41
H 1.1085 0.2033 2.7172 0.20
H 2.1150 1.1074 1.4337 0.20
H 0.7704 1.8321 2.0815 0.18
H 0.5246 -2.0559 -1.1711 0.48
H 1.4612 -1.2874 -0.2445 0.49
O 1.4089 -1.6491 -1.1411 -0.96
H -0.2146 2.5024 -1.2182 0.47
H -0.9860 1.2758 -1.8550 0.51
O -1.0286 1.9962 -1.2024 -0.97
H 0.7849 -0.1067 -2.1797 0.50
H 0.6681 0.2411 -3.7059 0.48
O 0.1857 0.2235 -2.8747 -0.99


Which of them is the most stable? Correct choice: <1>.


<1>
20
Properties=species:S:1:pos:R:3:nbo_charge:R:1 method="wB97M-V/def2-TZVPD" total_charge=0 spin_multiplicity=1 orbital_gap_ev=10.65 lumo_ev=0.65 e_homo_ha=-0.3677
C -0.4196 -1.0472 0.2184 -0.28
C -0.4082 0.4617 0.3420 0.08
C 1.0016 1.1055 0.1854 -0.66
O -1.2009 0.9903 1.3745 -0.73
N -1.3882 -1.4719 -0.8043 -0.86
H 0.5922 -1.3841 -0.1442 0.20
H -0.7797 -1.3959 1.1630 0.21
H -0.9243 1.0064 -0.5096 0.16
H 1.7650 0.6613 0.8594 0.21
H 1.3767 1.0272 -0.8342 0.24
H 0.9130 2.1538 0.5335 0.20
H -1.0596 1.9467 1.4251 0.47
H -2.1902 -0.8390 -0.8330 0.37
H -1.7832 -2.3945 -0.6603 0.37
H 1.1484 -0.6501 1.9718 0.46
H 1.4615 0.7117 2.5352 0.47
O 1.6479 -0.2207 2.6697 -0.92
H -0.5132 -0.3336 -2.5878 0.50
H 0.7928 -0.3740 -3.5773 0.48
O -0.0322 0.0462 -3.3272 -0.98


<2>
20
Properties=species:S:1:pos:R:3:nbo_charge:R:1 method="wB97M-V/def2-TZVPD" total_charge=0 spin_multiplicity=1 orbital_gap_ev=8.00 lumo_ev=-1.03 e_homo_ha=-0.3316
C 1.7728 0.8138 2.0450 -0.64
C 1.0441 -0.4859 1.5916 -0.26
C 0.8633 0.0130 -0.3483 0.25
N -0.0152 -0.4490 0.5100 -0.69
H 2.6537 1.0203 1.4319 0.20
H 2.1370 0.7312 3.0670 0.23
H 1.1162 1.6830 1.9590 0.22
H 1.8352 -1.2331 1.4051 0.19
H 0.5356 -0.8464 2.4897 0.24
H 1.4981 -0.6683 -0.9314 0.17
H 0.9547 1.0850 -0.5696 0.16
H -1.2050 0.6886 0.0279 0.49
H -2.6436 1.2826 0.1612 0.48
O -1.8790 1.2853 -0.4032 -1.00
H -1.2765 -1.8844 -2.0338 0.49
H -0.6011 -1.9203 -0.6492 0.47
O -0.8928 -2.4976 -1.3743 -0.98
H -1.9295 0.6115 -1.9945 0.50
H -2.0851 0.6818 -3.5551 0.47
O -1.8829 0.0887 -2.8290 -1.00


Which of them is the most stable? Correct choice: <1>.